Entry 1:
This record from OMol25 describes 7 unconnected molecules or ions with the total composition C49H93F6NO22S in a non-equilibrium geometry. The level of theory is ωB97M-V with the def2-TZVPD basis set.

```
172
Properties=species:S:1:pos:R:3:forces:R:3:lowdin_charge:R:1
O 11.896309 1.544229 0.793963 -0.040 0.591 -0.199 0.167
C 10.987347 2.029659 0.204116 -1.239 -0.954 -1.631 -0.363
N 10.617861 3.445256 0.071136 0.384 0.052 1.211 0.109
C 9.159843 3.456051 0.276522 0.291 -1.301 -1.594 -0.352
O 8.555952 4.253563 0.916041 0.026 -0.212 -0.373 0.167
C 8.691049 2.179450 -0.493459 -0.006 -2.345 -0.693 0.002
C 7.411935 1.807465 -1.081244 1.447 -0.888 0.580 -0.099
C 6.211801 2.788363 -0.938663 0.187 -0.370 -0.854 -0.117
C 5.049060 2.581618 -1.997361 -0.459 0.879 0.719 -0.150
C 3.672800 2.197281 -1.286109 0.755 0.372 -1.235 -0.065
C 3.457856 0.659798 -1.136732 -1.264 0.829 -0.360 -0.334
F 2.070461 0.439663 -1.170490 1.668 0.249 0.270 0.053
F 3.955154 -0.042209 -2.227630 -0.214 0.671 1.664 0.089
C 3.960889 0.050284 0.249684 -0.522 -1.777 0.659 -0.429
F 3.117343 -0.997552 0.584515 1.239 1.417 -0.387 0.110
F 3.909518 0.939307 1.281441 0.038 -0.688 -1.372 0.134
F 5.219185 -0.465674 0.204558 -1.224 0.874 -0.232 0.147
C 7.358034 0.502139 -1.744947 1.544 -0.022 0.213 0.026
C 8.533313 -0.382796 -1.836277 0.633 2.475 0.570 -0.201
S 8.457309 -1.988042 -2.700143 -0.598 -3.595 1.635 0.730
O 9.413350 -2.902774 -2.101526 0.067 2.144 -1.131 -0.279
O 7.121436 -2.558902 -2.637920 1.075 2.178 -1.189 -0.276
F 8.922356 -1.789836 -4.266710 -0.787 0.406 2.110 -0.193
C 9.825173 -0.010156 -1.230270 -1.804 1.270 0.101 0.044
C 9.855383 1.271224 -0.566309 -1.838 0.309 -0.153 -0.036
H 10.832038 3.727868 -0.893454 -0.051 0.091 0.490 0.150
H 6.626965 3.822160 -1.084189 -0.368 -0.968 0.381 0.123
H 5.767815 2.734282 0.092076 0.679 0.029 -0.830 0.126
H 4.856327 3.594201 -2.453637 0.206 -1.072 0.357 0.118
H 5.303586 1.903322 -2.845027 -0.214 0.436 0.811 0.108
H 3.609062 2.756095 -0.319414 -0.047 -0.827 -0.689 0.128
H 2.865171 2.620027 -1.946874 0.546 -0.876 0.697 0.133
H 6.414060 0.140833 -2.211670 0.874 0.348 0.436 0.103
H 10.734283 -0.644143 -1.281980 -0.924 0.392 0.015 0.133
C 6.838641 -4.347848 -5.997141 0.003 -0.259 -0.119 -0.107
O 6.535318 -4.533378 -7.367026 0.147 0.409 0.127 -0.200
C 5.587388 -3.605964 -7.871389 0.151 -0.208 -0.238 -0.192
C 6.022829 -3.022754 -9.210242 -0.145 0.040 -0.051 -0.177
O 7.166210 -2.173940 -9.169667 0.016 -0.139 0.011 -0.122
C 8.426441 -2.766937 -8.871431 0.104 0.017 0.093 -0.177
C 8.963058 -3.736330 -9.916516 -0.148 -0.139 0.273 -0.192
O 8.197340 -4.932297 -9.959584 -0.231 0.286 -0.345 -0.202
C 7.901946 -5.372094 -11.271916 0.074 -0.128 0.317 -0.113
H 6.071513 -4.817414 -5.374737 0.020 0.138 0.167 0.092
H 7.798121 -4.827554 -5.795674 -0.081 -0.069 -0.046 0.093
H 6.935120 -3.288185 -5.743024 -0.086 0.009 0.028 0.072
H 5.410539 -2.788290 -7.162906 0.082 -0.048 0.013 0.123
H 4.644844 -4.147032 -8.015576 -0.147 0.196 -0.071 0.126
H 5.205608 -2.387622 -9.565921 0.067 0.089 0.107 0.127
H 6.141015 -3.800230 -9.964309 0.102 -0.177 0.163 0.108
H 8.414478 -3.221653 -7.880384 -0.042 -0.226 -0.103 0.110
H 9.131273 -1.933021 -8.808839 -0.072 0.050 -0.137 0.126
H 9.987205 -4.017332 -9.647128 0.128 0.246 -0.011 0.126
H 8.983220 -3.240467 -10.894926 -0.059 -0.056 0.041 0.123
H 7.637917 -4.537557 -11.929818 0.066 0.000 -0.015 0.086
H 7.042142 -6.040835 -11.213584 0.085 -0.043 0.045 0.089
H 8.754586 -5.920542 -11.682503 -0.033 0.025 -0.214 0.087
C -4.033837 -2.873365 -3.613211 0.288 0.002 -0.073 -0.111
O -3.024143 -2.127437 -2.962358 -0.373 -0.126 0.233 -0.195
C -3.499348 -0.941957 -2.343730 0.300 -0.126 0.100 -0.188
C -2.950248 -0.778348 -0.931733 0.038 0.169 0.023 -0.177
O -3.410514 -1.722582 0.027321 0.011 0.020 -0.055 -0.126
C -2.993317 -3.077769 -0.105066 -0.065 -0.211 0.023 -0.174
C -1.506936 -3.333251 0.100422 -0.089 0.023 -0.355 -0.186
O -0.737268 -2.792475 -0.964061 -0.051 0.386 0.352 -0.195
C 0.422895 -2.102262 -0.535348 -0.127 -0.267 -0.304 -0.118
H -4.232666 -2.455220 -4.604680 -0.191 -0.046 -0.016 0.087
H -3.674334 -3.897321 -3.728507 0.069 0.085 -0.043 0.089
H -4.956568 -2.906546 -3.025805 -0.032 0.064 -0.026 0.086
H -4.594915 -0.918849 -2.309067 0.037 -0.071 -0.010 0.127
H -3.154970 -0.096433 -2.949771 -0.111 0.152 0.094 0.110
H -3.295807 0.193991 -0.564428 -0.142 -0.070 0.005 0.117
H -1.861548 -0.723766 -0.932081 0.048 -0.175 -0.197 0.111
H -3.339252 -3.497951 -1.050062 0.222 0.050 -0.114 0.113
H -3.530183 -3.622514 0.677188 0.039 0.114 0.092 0.123
H -1.329602 -4.414233 0.112233 -0.159 -0.075 0.229 0.128
H -1.197723 -2.918300 1.068012 0.008 0.030 -0.083 0.121
H 0.227799 -1.492957 0.353758 0.030 -0.052 0.040 0.086
H 0.731094 -1.435570 -1.338724 -0.025 -0.147 -0.028 0.074
H 1.227193 -2.816269 -0.336718 0.121 0.119 0.165 0.090
C -5.110787 7.124463 -3.040304 0.298 0.019 0.066 -0.115
O -4.370975 6.334639 -2.130541 -0.373 -0.165 -0.227 -0.201
C -5.144515 5.832180 -1.049830 0.317 -0.137 0.009 -0.185
C -4.876341 4.353432 -0.801158 -0.050 -0.014 0.197 -0.173
O -5.318655 3.464739 -1.822247 0.080 0.030 -0.064 -0.119
C -4.654871 3.496830 -3.081063 -0.028 0.019 -0.088 -0.173
C -3.203806 3.037040 -3.064593 -0.047 0.370 -0.036 -0.186
O -2.370168 3.966563 -2.385699 -0.097 -0.313 0.384 -0.196
C -1.446534 3.360119 -1.501716 -0.045 0.288 -0.225 -0.105
H -5.211555 8.145198 -2.659238 -0.177 0.046 -0.082 0.087
H -4.562998 7.153387 -3.983969 0.057 0.038 0.092 0.088
H -6.098294 6.696994 -3.239338 -0.040 0.036 0.058 0.086
H -6.216819 5.979778 -1.221928 0.059 -0.003 -0.077 0.124
H -4.858417 6.394551 -0.153778 -0.171 -0.106 0.160 0.128
H -5.442690 4.067962 0.090654 -0.118 0.042 -0.102 0.116
H -3.830020 4.172628 -0.555443 0.105 0.187 -0.160 0.110
H -4.754585 4.476554 -3.549650 0.224 0.076 0.092 0.111
H -5.210168 2.803468 -3.719176 0.010 -0.100 0.126 0.128
H -2.837519 2.968526 -4.095009 -0.172 -0.206 -0.106 0.129
H -3.147816 2.042337 -2.607245 0.031 0.110 0.052 0.095
H -1.899945 2.532885 -0.945226 0.035 -0.049 -0.048 0.078
H -1.128034 4.116109 -0.782348 0.030 0.021 -0.088 0.090
H -0.573952 3.005619 -2.058945 0.073 -0.178 0.127 0.084
C -6.463546 -1.770324 5.395981 -0.277 0.090 -0.052 -0.109
O -7.165720 -1.959924 4.183117 0.335 -0.247 0.114 -0.204
C -6.334756 -1.930053 3.031133 -0.306 -0.105 -0.090 -0.187
C -6.646604 -3.075817 2.075551 0.071 0.076 -0.173 -0.170
O -6.321582 -4.379671 2.550089 -0.107 0.068 0.058 -0.123
C -7.083167 -4.904525 3.632853 0.032 -0.063 0.114 -0.177
C -8.549436 -5.186584 3.332168 0.070 0.290 0.167 -0.192
O -9.284535 -3.984313 3.149831 0.138 -0.104 -0.465 -0.203
C -10.169199 -4.020016 2.045701 0.025 0.131 0.323 -0.113
H -6.289694 -0.703701 5.569426 0.163 -0.005 0.114 0.082
H -7.079875 -2.162788 6.206763 -0.049 0.088 -0.064 0.090
H -5.513543 -2.313687 5.404233 0.045 0.050 -0.037 0.088
H -5.273139 -1.965891 3.301981 -0.056 -0.026 0.048 0.125
H -6.527189 -0.982557 2.514120 0.185 -0.022 -0.199 0.118
H -6.026170 -2.930036 1.185693 0.118 -0.021 0.115 0.118
H -7.677487 -3.035410 1.725018 -0.105 0.086 0.237 0.110
H -6.975284 -4.279402 4.519850 -0.220 0.115 -0.051 0.110
H -6.612427 -5.859763 3.881732 -0.002 -0.023 -0.158 0.127
H -8.992535 -5.710348 4.186421 0.151 -0.233 0.004 0.125
H -8.620636 -5.835049 2.450210 -0.005 0.091 0.013 0.123
H -9.716959 -4.513499 1.179178 -0.029 -0.055 0.026 0.086
H -10.396072 -2.990047 1.767052 -0.041 -0.024 0.091 0.088
H -11.096613 -4.527218 2.326799 -0.071 -0.069 -0.194 0.087
C 5.566177 -1.767406 7.688468 -0.241 -0.176 0.021 -0.113
O 4.228939 -1.359028 7.477209 0.350 0.221 -0.198 -0.201
C 3.996261 0.009908 7.772584 -0.266 -0.149 -0.149 -0.192
C 3.186911 0.695906 6.678579 -0.063 0.116 0.080 -0.177
O 3.847783 0.847329 5.426008 -0.048 -0.123 0.034 -0.119
C 4.117651 -0.327972 4.667783 0.104 -0.070 -0.069 -0.174
C 2.895663 -1.064415 4.134829 0.156 -0.141 0.278 -0.195
O 2.162081 -1.680588 5.184236 -0.237 0.461 -0.028 -0.199
C 0.761670 -1.504736 5.078556 0.237 -0.243 0.099 -0.109
H 5.731798 -1.984863 8.747920 0.191 0.048 0.010 0.087
H 5.735104 -2.678267 7.111475 -0.089 -0.003 0.077 0.089
H 6.280321 -1.014150 7.341864 0.004 0.042 0.065 0.087
H 4.936684 0.553600 7.919454 0.005 -0.082 -0.054 0.122
H 3.425040 0.050414 8.707324 -0.008 0.246 0.029 0.126
H 2.982292 1.715037 7.020808 0.150 0.008 -0.042 0.127
H 2.211864 0.226913 6.550572 0.084 -0.245 0.042 0.109
H 4.774326 -1.001101 5.219729 -0.199 -0.136 0.070 0.112
H 4.695943 0.011004 3.803680 -0.107 0.118 -0.004 0.117
H 3.225980 -1.862211 3.460497 0.129 0.156 -0.208 0.126
H 2.269804 -0.364782 3.566625 -0.007 -0.034 0.079 0.118
H 0.502942 -0.488755 4.762161 0.001 -0.025 -0.064 0.086
H 0.329396 -1.670942 6.066210 0.036 -0.090 -0.041 0.089
H 0.345609 -2.235006 4.378366 -0.183 0.100 -0.066 0.085
C -5.254822 2.440864 2.607420 -0.099 0.226 -0.143 -0.116
O -6.416697 3.163876 2.960635 0.221 -0.237 0.285 -0.202
C -7.465031 2.346953 3.463507 -0.085 0.310 0.040 -0.182
C -8.085378 2.934798 4.724728 -0.152 -0.070 -0.007 -0.173
O -7.244574 2.952152 5.874559 0.041 0.094 -0.113 -0.121
C -6.120107 3.825736 5.865515 0.120 -0.015 0.031 -0.178
C -6.441199 5.314657 5.859210 0.086 -0.140 -0.299 -0.192
O -7.005231 5.720801 4.619669 -0.400 -0.109 0.259 -0.204
C -8.120139 6.582127 4.756646 0.271 -0.053 -0.207 -0.113
H -5.373434 2.004159 1.610632 0.136 -0.187 0.021 0.085
H -4.414527 3.138034 2.589635 -0.085 0.036 -0.067 0.089
H -5.024953 1.659097 3.338130 -0.040 -0.070 -0.037 0.085
H -7.114454 1.329830 3.674983 0.059 0.057 -0.004 0.110
H -8.236973 2.290896 2.687471 -0.146 -0.164 0.110 0.129
H -8.930424 2.294822 4.995964 0.129 -0.091 0.041 0.129
H -8.510481 3.920448 4.537842 0.188 0.079 -0.162 0.108
H -5.435761 3.566210 5.056986 -0.094 0.184 -0.144 0.109
H -5.580946 3.613020 6.792900 -0.146 0.008 0.067 0.127
H -5.511377 5.878828 5.991868 0.080 -0.086 0.251 0.125
H -7.111332 5.544762 6.696610 -0.013 -0.018 -0.091 0.123
H -8.778748 6.266722 5.572408 0.038 0.042 0.035 0.086
H -8.690007 6.539896 3.827446 0.091 0.045 -0.014 0.088
H -7.780590 7.608649 4.921829 -0.171 0.085 0.103 0.087
```
Forces are in eV/Å.

Output
- total charge = 0
- 2S+1 = 1
- energy (eV) = -125982.4947

Entry 2:
This record from OMol25 describes a molecular structure, C4F12KO12S4. The level of theory is ωB97M-V with the def2-TZVPD basis set.

```
33
Properties=species:S:1:pos:R:3:forces:R:3:lowdin_charge:R:1
K 0.602562 -1.449502 0.117472 -0.360 0.341 -0.141 0.864
C -3.319532 -2.055361 -1.922917 -0.153 -0.136 -0.077 -0.672
F -4.638296 -1.784179 -2.090057 -0.012 0.035 -0.063 0.082
F -2.886139 -2.597013 -3.061186 0.058 0.106 -0.037 0.116
F -2.698221 -0.895646 -1.730290 0.032 0.126 0.033 0.127
S -3.093478 -3.221707 -0.519090 0.047 -0.271 0.047 0.450
O -1.673599 -3.113939 -0.219928 0.056 0.071 -0.010 -0.395
O -3.981568 -2.709304 0.499850 0.035 -0.034 -0.037 -0.330
O -3.486392 -4.484276 -1.120878 -0.029 0.011 0.196 -0.352
C 0.483346 0.489661 4.817181 0.084 0.066 -0.301 -0.665
F -0.230956 1.522057 4.348187 -0.083 0.079 -0.063 0.108
F 1.771191 0.758974 4.572071 0.107 -0.081 0.047 0.112
F 0.333032 0.491305 6.155398 -0.099 0.013 0.318 0.084
S -0.056327 -1.124579 4.083348 0.156 0.175 0.253 0.453
O 0.494954 -2.070419 5.035243 -0.010 -0.095 -0.149 -0.345
O -1.492874 -0.998557 4.075698 0.027 -0.092 0.028 -0.315
O 0.595683 -1.101751 2.787045 -0.146 -0.201 -0.003 -0.407
C 2.695925 3.329360 1.217236 -0.330 0.036 -0.084 -0.658
F 2.507864 3.084471 2.517073 -0.035 -0.041 0.166 0.110
F 1.605151 3.998465 0.779776 0.168 -0.095 0.001 0.094
F 3.730527 4.190448 1.130371 0.176 0.087 -0.052 0.084
S 3.002714 1.780193 0.253502 0.119 0.136 0.344 0.437
O 3.318632 2.288553 -1.056459 0.055 0.060 -0.199 -0.319
O 4.107846 1.191945 0.983438 -0.002 -0.033 -0.098 -0.334
O 1.736132 1.092519 0.385892 0.000 -0.196 -0.116 -0.374
C -0.005899 1.270932 -3.915157 -0.060 -0.082 -0.294 -0.674
F -0.016316 1.883352 -5.127307 0.027 -0.027 -0.112 0.077
F 0.975429 1.812866 -3.213882 0.297 0.130 0.201 0.133
F -1.164482 1.591344 -3.327496 -0.196 0.029 0.173 0.112
S 0.171541 -0.556286 -4.091100 0.084 -0.027 -0.193 0.441
O 1.378183 -0.720434 -4.877672 0.051 0.093 0.029 -0.342
O 0.283266 -0.981072 -2.710867 0.002 -0.134 0.205 -0.375
O -1.049886 -0.912422 -4.774497 -0.067 -0.050 -0.013 -0.328
```
Forces are in eV/Å.

Output
- energy relative to the best compared isomer or geometry (same formula, charge and spin) (kJ/mol) = 0.0
- total charge = -3
- 2S+1 = 1

Entry 3:
This record from OMol25 describes 2 unconnected molecules or ions with the total composition C4H10 in a non-equilibrium geometry. The level of theory is ωB97M-V with the def2-TZVPD basis set.

```
14
Properties=species:S:1:pos:R:3:forces:R:3:lowdin_charge:R:1
C -0.283267 -2.830740 -0.202608 0.680 -1.030 -0.111 -0.093
C 0.926423 -3.407182 -0.406583 -0.824 0.286 1.456 -0.090
H -0.916769 -2.662839 -1.089642 0.476 1.243 0.671 0.050
H -0.660470 -2.699240 0.831795 -0.360 -0.849 -0.934 0.051
H 1.560790 -3.087889 -1.213834 -0.219 -0.910 -0.935 0.034
H 1.332269 -4.121860 0.340289 0.245 1.272 -0.144 0.052
C -0.196563 1.767149 -0.373915 -1.493 2.832 -0.211 -0.170
C -0.229960 2.873147 0.766709 0.642 -0.741 0.812 -0.188
H -1.205444 1.511438 -0.791305 0.393 0.363 0.920 0.060
H 0.124431 0.904102 0.178210 1.114 -0.690 -0.944 0.039
H 0.224635 2.281369 -1.288917 0.803 -1.539 1.065 0.075
H -0.982310 2.516049 1.519174 0.924 0.567 -0.271 0.061
H 0.812411 3.087491 1.266508 -1.877 -1.040 -0.861 0.091
H -0.506176 3.869005 0.464121 -0.503 0.235 -0.513 0.030
```
Forces are in eV/Å.

Output
- energy relative to the best compared isomer or geometry (same formula, charge and spin) (kJ/mol) = 258.7
- total charge = 0
- 2S+1 = 1